Entry 1:
Density functional theory data (ωB97M-V with the def2-TZVPD basis set) for BCsF6NO4S2 as an isolated structure in a non-equilibrium geometry.

```
15
Properties=species:S:1:pos:R:3:forces:R:3:lowdin_charge:R:1
Cs -1.2749 1.4062 0.9419 0.385 0.232 0.269 1.208
N -0.7992 -0.7562 -1.0003 -1.582 -1.771 -1.867 -0.439
S 0.2474 -1.8055 -0.5285 5.315 -0.651 0.388 0.413
O 1.1595 -2.2173 -1.5828 -1.414 -0.339 0.697 -0.292
O -0.1550 -2.7468 0.4636 -0.204 0.322 0.038 -0.267
F 1.1814 -0.7532 0.2037 -0.399 0.109 0.836 -0.212
S -1.5724 -1.6716 -2.1285 -3.673 2.148 -2.231 0.548
O -1.6896 -3.0903 -1.9828 0.609 0.659 0.539 -0.268
O -1.5210 -1.1435 -3.4724 0.863 -0.349 1.310 -0.287
F -3.0570 -1.1156 -1.6922 0.419 -0.402 0.098 -0.253
B 1.5297 2.8083 2.1285 -0.157 -0.250 1.501 -1.334
F 0.8253 3.9159 1.6139 -0.184 -0.282 -0.156 0.059
F 1.6496 1.7893 1.2018 0.148 -0.111 -1.085 0.036
F 2.7475 3.1967 2.6530 0.042 0.097 -0.118 0.128
F 0.7288 2.1835 3.1811 -0.166 0.589 -0.218 -0.040
```
Forces are in eV/Å.

For the frontier orbital gap, the calculation gives 9.1 eV. The value obtained for the LUMO energy is 1.7228 eV. As for the total charge: -1. The molar mass comes out at 399.84 u. As for the energy relative to the best compared isomer or geometry (same formula, charge and spin): 17.0 kJ/mol.

***

Entry 2:
Density functional theory data (ωB97M-V with the def2-TZVPD basis set) for HO3PrS as an isolated structure in a non-equilibrium geometry.

```
6
Properties=species:S:1:pos:R:3:forces:R:3:lowdin_charge:R:1
S -0.9705 -0.2295 0.5403 -5.505 1.498 0.476 0.932
O -1.9129 0.5977 -0.2158 2.357 -1.726 1.234 -0.293
O 0.5954 0.5409 0.3684 5.224 1.853 -1.503 -0.488
Pr 1.7461 -0.9282 -1.0252 -3.762 -0.013 1.735 2.209
O -0.4824 -1.4241 -0.2881 3.484 -0.096 -1.940 -0.545
H 1.0243 1.4432 0.6203 -1.798 -1.515 -0.002 0.185
```
Forces are in eV/Å.

The spin multiplicity is 3. For the frontier orbital gap (spin up / spin down), the calculation gives 4.9 / 6.6 eV. The value obtained for the LUMO energy (spin up / spin down) is -13.8487 / -12.2036 eV. As for the expectation value of S²: 2.0085. As for the total charge: +2. The molar mass comes out at 221.98 u.

***

Entry 3:
Density functional theory data (ωB97M-V with the def2-TZVPD basis set) for a 2-piece molecular cluster, C3HN3O2 overall in a non-equilibrium geometry.

```
9
Properties=species:S:1:pos:R:3:forces:R:3:lowdin_charge:R:1
C -1.3573 0.1908 -0.2215 -0.074 0.893 -2.842 -0.344
C -1.3950 -1.4401 -0.3311 -0.612 2.359 -0.574 -0.355
C -0.9943 -1.3373 1.1597 -0.047 -1.870 1.827 0.037
N 1.4486 -1.6497 -1.3891 0.068 0.184 1.378 0.088
N -1.3557 -0.0803 1.1795 0.213 0.501 -1.420 0.092
N 1.4242 -1.4864 -0.3025 0.267 -0.177 -1.501 0.062
O -1.1366 1.1824 -0.8654 -0.378 -1.384 1.379 0.125
O -1.8519 -2.1545 -1.1428 0.355 -0.758 0.335 0.152
H -1.3385 0.6688 1.8248 0.207 0.253 1.418 0.144
```
Forces are in eV/Å.

For the frontier orbital gap, the calculation gives 8.8 eV. The value obtained for the LUMO energy is -0.8896 eV. The molar mass comes out at 111.06 u. As for the energy relative to the best compared isomer or geometry (same formula, charge and spin): 193.8 kJ/mol.